Here is C58H90N7O3RbS as an isolated structure from OMol25. Energies are from ωB97M-V with the def2-TZVPD basis set.

Geometry as XYZ:
```
160
Properties=species:S:1:pos:R:3:mulliken_charge:R:1
H -2.47 1.63 4.73 0.1230
C 0.33 2.98 -2.70 1.4957
H -1.07 -2.53 5.26 0.3296
H -0.03 -1.45 4.31 0.2280
O 1.15 -1.03 -3.15 -0.8222
C -4.51 -0.77 6.49 -2.1467
C -4.01 1.72 -1.46 -1.6790
C 0.39 3.32 -1.31 -0.0048
H 1.48 -7.13 -2.45 0.3364
H 2.98 6.51 -4.56 0.3587
H 0.50 -3.59 2.20 0.5962
H 3.41 -0.26 -2.09 0.2050
C 3.86 6.00 -4.16 -1.8257
O -0.38 2.78 -0.45 -0.5556
H 4.28 4.21 -6.11 0.4424
C -0.30 -4.13 -2.02 -0.4529
H -0.27 -6.98 -2.56 0.3192
O -2.04 -1.28 0.52 -0.2062
H -2.05 3.36 4.58 0.2765
Rb -0.37 0.00 -1.13 0.2846
H 4.07 6.41 -3.17 0.3162
H 3.60 5.44 0.45 0.3347
S 3.84 1.53 0.12 0.1444
C 1.38 4.33 -0.96 -0.3502
C -4.63 -0.03 2.72 -0.3754
C -0.24 -2.83 1.94 -1.1813
N 0.58 0.50 2.74 -0.6010
C -4.18 -0.67 -1.98 -2.0782
H -2.59 3.47 2.28 0.5779
H -4.27 2.36 -0.62 0.7044
H 5.45 -3.16 -3.18 0.4584
H -5.22 1.00 0.51 0.3545
H 4.40 -3.47 -0.32 0.2445
H 0.49 5.31 2.31 0.5619
C 4.84 3.79 -3.48 -1.4937
H -2.71 -4.07 4.00 0.3181
C -1.98 -4.07 3.18 -1.9250
C -0.16 -2.89 -2.61 1.6205
C -1.67 2.34 4.48 -0.9184
H -5.66 1.76 4.46 0.2491
H 4.71 6.21 -4.80 0.4617
C -1.27 -2.71 3.07 3.0404
N -1.95 1.56 -2.95 2.2869
C -3.93 -0.31 1.56 -0.1324
C -2.37 -0.44 -4.36 -1.4261
H 5.40 -2.10 -0.84 0.4968
C -2.71 1.03 -4.07 -1.6914
C -0.73 -6.25 0.05 -1.9551
H 7.41 0.94 2.17 0.3396
C 5.38 -0.65 2.92 -0.6941
H -0.61 4.77 1.02 0.3277
H 0.28 -1.88 1.80 -0.4858
H 2.83 -4.60 -0.95 0.1017
C 0.40 4.68 1.41 -2.2491
C 3.41 3.97 -5.50 -2.2061
H 3.84 -1.81 -0.05 0.1261
H -1.27 -4.88 3.35 0.4621
H -4.45 -1.86 6.46 0.3505
C -2.72 -1.09 1.58 0.5515
H 0.45 -8.20 -1.48 0.4752
H 3.06 3.92 1.17 -0.0348
C -1.18 -2.37 -3.58 -2.2373
H -1.11 2.97 -4.23 0.4110
H 2.67 -6.65 -0.32 0.3551
C -2.37 -1.64 2.87 0.1346
C -3.07 -1.65 -2.35 0.0368
H 3.47 -0.95 -3.70 0.4094
H -2.87 -1.80 4.93 0.1396
H 3.13 5.37 -1.56 -0.0554
H -2.09 2.69 -1.27 -0.6164
C -3.14 -1.34 3.99 -0.4121
H 4.96 -0.82 -2.74 0.4469
H -2.51 1.61 -4.99 0.5493
H -1.26 -4.63 -2.12 0.3061
C -2.15 2.50 2.05 0.6182
H -7.11 -0.82 5.90 0.5003
H 2.37 -0.21 2.08 -0.0988
H 4.32 -4.44 -2.68 0.2561
H -3.59 -2.50 -2.84 0.3666
C -5.13 -0.22 5.19 2.3086
C 2.40 4.18 -3.18 -0.2919
N -3.89 0.34 -0.97 1.8387
C 1.18 6.60 0.07 -1.9611
C 0.74 -4.75 -1.34 -0.2952
H -4.47 1.78 5.76 0.3428
C 4.21 0.49 1.37 -0.7728
C -0.76 2.23 -3.48 -2.0848
C 4.09 -1.01 3.04 -0.4215
H -1.60 -6.07 -0.58 0.3158
H 0.19 6.73 -0.38 0.3534
H 5.03 4.16 -2.47 0.2683
H 1.50 -7.44 0.73 0.4724
H -3.77 1.15 -3.88 0.6117
N -1.98 -1.20 -3.19 1.5773
H -1.85 -3.20 -3.88 0.1302
H -0.74 -5.51 0.86 0.3506
H 3.28 2.88 -5.51 0.3506
H -0.60 -2.08 -4.46 0.5999
C -4.25 -0.50 3.97 -0.7744
H -2.64 -2.02 -1.41 -0.5470
C -5.37 1.28 5.39 -1.6906
N 3.38 -0.32 2.08 0.9268
H -2.52 -4.28 2.25 0.3347
H -1.52 -0.45 -5.04 0.6743
H -4.58 -0.20 -2.88 0.4572
H -0.23 1.45 -4.04 0.2143
H 7.02 0.43 0.51 0.2576
C -6.49 -0.91 5.00 -1.8560
C 4.37 -2.46 -0.75 -1.5760
H -2.94 1.76 1.96 -0.2759
C 1.10 -2.17 -2.59 -0.0801
C 1.73 -6.51 0.22 -2.0648
C -2.76 2.39 -2.07 0.3840
C -4.63 0.11 0.27 -1.9291
H -5.54 0.57 2.62 0.3332
C 6.64 0.93 1.40 -0.9126
H 2.79 5.45 2.03 0.4912
H -6.35 -1.96 4.77 0.3601
H 5.73 3.95 -4.10 0.4702
H 1.28 3.03 -4.59 0.3965
H -0.84 2.20 5.17 0.4203
H -3.22 -0.91 -4.90 0.2001
H 1.22 7.19 0.99 0.4689
H 1.87 -5.72 0.96 0.3063
N -1.22 2.15 3.12 0.4810
H -5.37 -0.68 0.08 0.2883
H 1.92 6.99 -0.63 0.2837
H -3.50 -0.37 6.64 0.3198
H 4.65 2.72 -3.40 0.1812
H 0.56 3.64 1.70 0.2630
C -0.46 -2.45 4.36 -1.9511
H -0.69 -3.09 0.99 0.0618
C -0.30 1.23 2.88 0.1117
H -1.61 2.56 1.11 -0.8771
C 2.81 4.97 1.04 -1.7634
H 3.61 -1.69 3.72 0.4764
C 4.39 -3.42 -3.06 -1.9031
H -4.98 -1.31 -1.61 0.6574
H -0.84 -7.25 0.49 0.5519
H -5.12 -0.48 7.34 0.4575
H 6.37 1.95 1.11 0.3298
C 2.20 -2.87 -1.99 -0.1256
C 3.68 -2.43 -2.12 2.8893
H -6.17 1.45 6.12 0.5146
H -4.85 1.78 -2.17 0.2259
C 1.34 3.38 -3.56 -0.4666
H -3.13 3.31 -2.59 0.1284
N 5.46 0.28 1.90 0.4009
C 3.89 -1.03 -2.70 -2.3056
C 2.35 4.68 -1.88 -0.4776
H -7.03 -0.45 4.17 0.3195
C 0.56 -7.18 -1.87 -1.9261
C 1.97 -4.10 -1.39 -0.4426
H 2.53 4.42 -5.97 0.3960
C 1.43 5.11 0.37 2.7337
H 0.35 -3.18 4.44 0.5153
H 6.25 -0.98 3.47 0.4248
H 3.92 -3.39 -4.05 0.3365
C 3.60 4.48 -4.08 2.2889
C 0.58 -6.15 -0.74 2.4005
```

Values from the calculation:
HOMO-LUMO gap, eV: 5.23
Charge: -2
E, Eh: -3295.4239